Entry from the OMol25 dataset: 2 unconnected molecules or ions with the total composition C3H9N2O3 in a non-equilibrium geometry (ωB97M-V/def2-TZVPD).

Cartesian coordinates (Å):
1 O -1.495 2.413 0.709
2 C -0.854 1.323 0.822
3 N -0.449 0.651 1.899
4 C -0.339 0.803 -0.635
5 N -0.611 -0.706 -0.740
6 C -0.135 -1.514 -1.754
7 O 1.232 -1.704 -1.558
8 H 0.956 -0.283 1.266
9 H -0.709 0.868 2.869
10 H 0.646 1.084 -0.882
11 H -1.113 1.327 -1.332
12 H -0.209 -0.965 0.316
13 H -0.228 -1.036 -2.710
14 H -0.619 -2.568 -1.827
15 H 2.267 -0.682 1.955
16 H 1.310 -1.816 -0.556
17 O 1.900 -0.610 1.123

Summary:
LUMO level in eV: 3.90
Kohn-Sham gap in eV: 8.11
Net charge: -1
Relative energy (zero: lowest compared OMol25 entry of this formula, charge and spin) in kJ/mol: 260.32
Strongest force on any atom in eV Å⁻¹: 5.7

Mulliken population analysis, charges in e, atoms 1 to 4: -0.743 0.588 -0.721 -0.490